# 1
Molecular formula: C6H7N
Method: DFT, ωB97M-V/def2-TZVPD

XYZ file:
```
14
Properties=species:S:1:pos:R:3:forces:R:3
C 1.195187 -0.272972 -0.617268 0.0 0.0 -0.1
C -0.075492 -1.060822 -0.375408 0.1 -0.2 0.0
C -1.237180 -0.075804 -0.515462 -0.3 0.2 -0.2
C -0.696146 -0.487138 0.842348 -0.1 -0.2 0.1
N 0.123997 0.659619 1.309977 0.0 0.1 0.1
C 0.690589 1.039435 -0.019755 0.2 0.1 -0.1
C -0.703227 1.308094 -0.540086 0.0 -0.3 -0.2
H 1.423202 -0.160987 -1.681864 0.0 0.0 0.1
H 2.066435 -0.692007 -0.101447 -0.2 0.2 0.0
H -0.211736 -2.102802 -0.642827 0.0 0.2 0.1
H -2.230703 -0.337205 -0.853132 0.1 0.0 0.0
H -1.203948 -1.083492 1.590848 -0.1 0.2 -0.2
H 1.404517 1.858371 0.060929 -0.2 0.0 -0.1
H -0.545495 1.407705 1.543150 0.4 -0.2 0.3
```
Forces are in eV/Å.

Energy   -287.41156 a.u.
F_max   0.55 eV Å⁻¹
Relative energy (zero: lowest compared OMol25 entry of this formula, charge and spin)   110.2 kcal per mole
Gap between HOMO and LUMO   8.65 eV
Molecular weight   93.13 g mol⁻¹


# 2
Molecular formula: C4H8NO3
Method: DFT, ωB97M-V/def2-TZVPD

XYZ file:
```
16
Properties=species:S:1:pos:R:3:forces:R:3
C -2.285938 -0.564495 -2.099240 1.0 -1.2 0.3
C -1.721510 0.234746 -0.906796 0.0 0.5 1.5
O -0.478356 0.407283 -0.958978 0.5 -0.3 -0.9
O -2.442857 0.694565 0.021613 -0.3 -0.8 -1.2
H -1.662505 -1.451444 -2.312231 0.3 0.2 0.6
H -2.011270 0.021433 -2.969552 -1.0 0.3 -0.4
H -3.259392 -1.038369 -1.982362 -0.5 1.0 -0.3
C 0.767758 0.959723 1.580993 -0.5 -1.9 -1.8
C 1.845156 -0.089768 1.700497 0.1 0.8 -0.2
O 2.052072 -0.711908 2.720362 0.2 -0.4 0.4
N 2.628227 -0.342004 0.578475 0.2 -0.9 -0.9
H 0.472923 0.986482 0.499576 0.4 1.0 0.7
H 0.923692 1.886835 2.096973 0.1 0.3 0.3
H 2.916670 -1.312968 0.508454 0.3 0.2 0.6
H 2.373889 -0.077224 -0.370299 -0.7 0.6 0.7
H -0.118557 0.397113 1.892516 -0.1 0.5 0.7
```
Forces are in eV/Å.

Energy   -437.76115 a.u.
F_max   2.65 eV Å⁻¹
Relative energy (zero: lowest compared OMol25 entry of this formula, charge and spin)   27.8 kcal per mole
Gap between HOMO and LUMO   8.20 eV
Molecular weight   118.11 g mol⁻¹
Net charge   -1


# 3
Molecular formula: C4H3N3
Method: DFT, ωB97M-V/def2-TZVPD

XYZ file:
```
10
Properties=species:S:1:pos:R:3:forces:R:3
C 2.587030 -0.355551 0.204512 -0.4 0.9 -0.9
C 1.383490 -0.160236 0.198759 -0.1 -0.3 0.6
C 0.005265 0.020085 0.145985 -0.5 -0.1 0.1
C -0.789464 1.109801 -0.110436 0.0 0.1 0.0
N -2.072427 0.684235 -0.193376 0.0 -0.1 0.0
N -2.112118 -0.596808 0.018431 -0.1 0.1 0.0
N -0.867072 -1.011466 0.200806 -0.2 -0.1 0.1
H 3.029020 0.142086 -0.651541 1.5 -0.5 0.1
H -0.494614 2.138590 -0.260718 -0.1 -0.2 0.0
H -0.669108 -1.970737 0.447579 -0.1 0.1 -0.1
```
Forces are in eV/Å.

Energy   -318.35383 a.u.
F_max   1.55 eV Å⁻¹
Relative energy (zero: lowest compared OMol25 entry of this formula, charge and spin)   82.1 kcal per mole
Gap between HOMO and LUMO   9.65 eV
Molecular weight   93.09 g mol⁻¹
Structure (SMILES)   C#Cc1cnn[nH]1


# 4
Molecular formula: C2H4Cl3Mn
Method: DFT, ωB97M-V/def2-TZVPD

XYZ file:
```
10
Properties=species:S:1:pos:R:3:forces:R:3
Mn -5.737322 -37.407222 -15.004541 -8.8 7.6 3.4
Cl -4.451566 -38.531362 -15.498916 8.2 -6.0 -1.3
Cl -5.672774 -42.017439 -16.817890 1.8 0.2 0.2
C -3.883816 -41.567521 -16.510791 -0.2 0.2 0.3
C -3.553002 -40.256748 -17.265377 -1.3 -1.6 -0.6
Cl -3.641500 -40.616304 -19.024752 0.5 0.3 0.4
H -3.154052 -42.348441 -16.724586 -0.6 -0.3 -0.9
H -3.775201 -41.543932 -15.426470 -0.4 0.7 0.1
H -2.633149 -39.762829 -16.952328 0.2 -0.4 -0.3
H -4.392810 -39.586849 -17.080843 0.6 -0.8 -1.2
```
Forces are in eV/Å.

Energy   -2609.77302 a.u.
F_max   12.11 eV Å⁻¹
⟨S²⟩   8.76
Gap between HOMO and LUMO (spin up / spin down)   6.64 / 6.09 eV
2S+1   6
Molecular weight   189.35 g mol⁻¹
Net charge   +1